A molecular structure, C42H48IN6RuS2Sb, computed with wB97M-V/def2-TZVPD.

```
101
Properties=species:S:1:pos:R:3:forces:R:3:mulliken_spin:R:1
C -0.96206 -1.93818 -4.44008 -0.033 -0.058 0.039 0.090
H 4.12818 -1.19416 3.32240 0.002 0.000 -0.011 0.000
C 2.34623 -2.58553 -0.28885 0.064 0.032 0.004 0.005
H 1.73208 -3.38599 -0.70321 0.008 0.066 0.080 -0.001
C -2.44342 -2.57430 3.09139 0.068 -0.009 -0.009 -0.014
S -1.75725 -0.53883 -0.30133 -0.028 0.003 0.106 0.286
H -1.87172 -3.14523 3.81156 -0.012 -0.005 0.003 0.001
C -1.13078 -0.42654 -4.27991 0.021 0.012 -0.023 0.022
C 2.34404 -1.40053 -1.20468 -0.035 0.021 -0.055 0.024
C -1.66056 2.31458 1.13298 0.100 0.077 -0.099 -0.009
C -5.98173 -1.50318 2.50610 0.025 -0.009 0.004 0.003
H -1.92542 -4.88568 -0.21394 -0.004 0.004 -0.006 -0.001
H -1.29911 -6.87899 -2.59363 -0.007 0.000 0.001 0.003
H -0.30036 -4.21902 -0.12539 -0.009 0.011 0.008 -0.019
H -2.78676 -2.07167 -5.62237 -0.009 -0.010 0.011 0.006
H -0.53399 -5.95924 -0.35842 -0.004 0.005 0.005 0.000
C -3.82560 -2.94793 -2.62840 0.057 -0.049 -0.109 0.042
C 3.27108 -0.37580 -3.17627 -0.007 0.095 -0.009 0.000
C -3.19251 2.86566 2.87092 -0.021 0.037 -0.069 -0.005
C 0.62269 1.80084 -1.65101 0.154 -0.119 -0.022 0.003
H -2.16728 4.28020 -0.82731 -0.003 -0.003 -0.009 0.001
C 1.56830 0.67656 -1.87928 -0.084 0.170 0.093 0.005
C -0.68670 3.69612 -2.26048 0.029 -0.018 -0.022 -0.002
N -7.11193 -1.32243 2.60681 -0.003 -0.005 -0.002 -0.008
N 1.52332 -0.35486 -0.98651 0.082 -0.012 -0.054 -0.016
H -3.84585 -3.10627 -0.44129 0.037 0.066 0.088 0.005
C -1.01744 2.58103 -0.17764 -0.050 -0.030 0.039 -0.011
C 0.30957 2.78387 -2.57672 -0.048 0.055 0.030 0.001
H -4.50392 -0.52846 0.54958 0.008 -0.003 -0.006 -0.005
H 0.68621 -3.29331 -4.90030 0.002 -0.006 0.004 0.001
H -0.81484 0.07116 -5.20408 0.009 -0.001 0.001 0.001
H 3.91236 0.48378 5.17709 0.001 0.001 -0.001 0.000
H 1.16096 -4.10505 -2.40272 -0.033 -0.045 -0.071 -0.012
H -1.29680 -2.06886 -6.55480 -0.005 0.005 0.003 0.005
C -4.39681 -1.53502 -2.74094 -0.037 -0.014 0.052 0.008
Ru 0.21050 0.14573 0.68082 -0.034 0.278 -0.415 0.127
C 2.72087 1.80289 3.97848 0.012 -0.010 -0.016 -0.001
C 0.51767 -2.25286 -4.62935 0.006 0.030 -0.009 0.031
C 2.42210 0.69816 -2.96364 0.082 -0.090 -0.013 0.002
C -0.71458 0.33329 4.11309 0.040 0.040 0.012 0.000
C 3.21872 -1.42729 -2.29329 0.052 -0.024 0.074 -0.002
H 0.16548 -0.09983 3.65100 0.002 0.023 0.016 0.001
C -4.26850 -3.59465 -1.31685 -0.077 -0.020 -0.001 -0.004
N -0.00725 1.75542 -0.47628 -0.061 -0.085 0.082 -0.003
C -0.91746 -4.96830 -0.62521 -0.002 -0.047 0.029 0.017
H 3.95538 -0.38260 -4.01386 0.003 -0.006 0.002 0.000
H -0.94949 4.47329 -2.96488 0.003 0.004 0.003 0.000
H -3.92571 -4.78477 -3.83511 0.015 -0.009 0.017 -0.004
H -2.76766 -5.93934 -2.38566 -0.003 0.009 -0.009 0.005
Sb -1.63516 -2.77200 -2.51444 -0.102 -0.020 0.252 0.086
H -4.12303 -1.05986 -3.68443 0.004 0.002 -0.013 0.002
C -1.46570 1.21790 3.16813 -0.060 0.022 0.024 0.006
I 1.32110 3.84446 2.32264 -0.188 -0.035 -0.047 0.000
C -2.55332 -1.23841 1.09783 -0.007 -0.006 -0.150 0.077
H -5.35934 -3.53068 -1.23781 0.013 0.001 0.001 0.000
N -4.94006 -3.62341 5.26270 0.001 0.008 0.012 0.015
C 0.52939 -4.95527 -2.66676 0.029 -0.025 0.020 0.025
S -0.04720 -1.97436 1.89680 0.126 0.067 0.064 0.021
H 2.43732 1.54855 -3.62789 -0.002 0.006 0.003 0.000
H 0.55651 -5.07436 -3.74947 -0.008 0.009 -0.002 0.000
H -5.43217 -3.89749 -3.66757 0.002 0.003 -0.007 0.002
C -1.37040 3.59042 -1.06076 -0.003 0.013 0.014 0.006
H 1.10837 -2.02533 -3.73836 -0.067 -0.016 -0.047 0.001
C -4.45115 -3.09957 4.36533 0.011 0.006 -0.036 0.001
N 2.10088 1.02201 1.79362 -0.127 -0.380 0.353 -0.005
N -1.08868 1.33453 1.88881 0.124 0.088 0.052 0.000
H 0.80404 2.83070 -3.53503 -0.002 -0.005 -0.004 0.000
C -2.71995 3.07143 1.58016 -0.019 -0.021 0.093 0.003
H 3.86109 -2.28893 -2.41571 0.000 0.001 -0.005 0.000
H -2.16301 -0.13423 -4.08420 -0.015 0.000 0.008 0.000
C 2.88038 -0.04995 2.01840 0.004 -0.012 0.042 -0.001
C -1.77480 -1.93502 2.04141 -0.062 -0.045 -0.008 0.028
H -1.34632 -0.48098 4.46919 0.000 0.005 0.000 0.000
C -1.75942 -5.90452 -2.79408 0.045 -0.066 0.019 0.021
H -2.82880 1.81713 4.70250 0.001 -0.004 -0.002 0.000
C -0.89928 -4.82572 -2.14602 -0.034 0.055 -0.180 0.076
H 2.67337 2.59596 4.70985 -0.008 -0.005 0.006 0.000
H -3.17004 3.81929 0.94529 0.003 0.000 -0.003 0.001
H 2.97466 -0.73674 1.19391 -0.073 -0.031 0.044 0.002
H -0.51206 -0.04375 -3.46440 -0.031 -0.008 -0.008 -0.021
H 0.90689 -1.63543 -5.44734 0.001 0.004 -0.004 0.002
C -2.53556 1.96481 3.67183 0.036 -0.031 0.028 0.006
H -4.19101 -3.30644 -4.75912 0.010 0.002 0.001 0.000
H -4.00482 -4.65158 -1.27348 -0.001 0.007 -0.002 0.001
H -1.78488 -3.53031 -5.69797 -0.001 -0.003 0.005 -0.005
H 3.36227 -2.96884 -0.18869 -0.006 -0.020 -0.023 0.000
H 0.98204 -5.85167 -2.22933 0.002 -0.003 -0.003 0.004
C -4.34979 -3.78438 -3.79549 -0.032 0.008 -0.012 0.022
H -0.42421 0.92832 4.98141 -0.005 -0.004 0.006 0.000
H -5.49019 -1.59440 -2.71573 0.006 0.002 0.011 0.000
C -3.81505 -2.45531 3.24815 -0.021 -0.016 0.045 0.022
C 3.42738 0.63730 4.22220 0.005 0.008 0.034 0.001
C -4.56880 -1.69036 2.34256 -0.015 0.005 -0.020 -0.015
H -1.82258 -5.79350 -3.87788 0.003 0.012 -0.002 -0.003
C -3.92573 -1.10099 1.26383 -0.040 -0.052 -0.045 0.019
C 2.09002 1.95088 2.75363 0.156 0.080 -0.199 0.000
H 1.94465 -2.35696 0.68794 -0.014 -0.047 -0.013 0.001
H -4.07727 -0.88623 -1.92414 0.022 0.001 -0.002 0.000
C 3.54255 -0.29391 3.20523 0.026 0.039 -0.021 0.000
H -4.03480 3.43146 3.24537 -0.001 -0.004 0.001 0.000
C -1.76237 -2.44112 -5.63474 0.041 0.049 -0.046 0.022
```
Forces are in eV/Å.

Energy relative to the best compared isomer or geometry (same formula, charge and spin)   0.000 eV
LUMO (spin up / spin down)   -3.1968 / -4.1450 eV
<S²>   0.761
Molar mass   1050.8 g/mol
DFT total energy   -3386.84311 a.u.
Orbital gap (spin up / spin down)   6.00 / 5.27 eV
Spin multiplicity   2
Total charge   +1

---

A molecular structure, C42H48N4OP3V, computed with wB97M-V/def2-TZVPD.

```
99
Properties=species:S:1:pos:R:3:forces:R:3:mulliken_spin:R:1
C -0.18690 2.54270 -4.89760 -0.001 -0.124 0.015 -0.001
C 1.14890 0.68100 3.65820 -0.171 0.050 -0.059 0.007
C -4.94320 3.51300 2.76340 -0.205 0.178 0.200 0.000
C 2.09780 0.20430 -0.02070 0.086 1.406 -0.302 -0.032
H -1.58100 5.44590 3.06790 -0.077 -0.031 0.147 0.000
C -3.82890 2.66020 2.66840 0.368 -0.057 0.490 0.003
C 2.90520 1.42900 -0.22160 0.716 0.595 0.006 -0.010
H -2.19830 -1.23160 -2.29320 -0.061 -0.010 -0.034 0.000
C -2.93990 2.55490 3.77600 -0.353 0.023 -0.488 0.002
H 0.94220 -6.57630 -1.40990 -0.043 0.002 0.015 0.000
C 5.00170 2.59110 -0.42110 0.037 -0.025 0.031 0.001
H -1.11670 -2.39320 1.29220 0.088 -0.092 -0.047 0.017
C 0.82550 1.63720 -2.91900 0.038 0.011 0.252 -0.011
C 2.94040 3.83780 -0.32320 -0.090 -0.002 0.071 0.000
P -0.18820 -0.01930 2.51410 0.485 -0.002 0.677 -0.026
H -3.71150 -0.82790 -3.10900 -0.067 0.040 -0.064 0.000
N 0.30080 -6.15360 -0.76240 -0.006 -0.064 -0.023 0.000
C 2.22590 2.65230 -0.26530 0.119 -0.681 0.192 -0.003
H -3.24680 -1.65640 2.17030 -0.063 -0.033 -0.054 -0.002
H 3.19810 0.06300 4.02410 0.034 0.112 0.061 0.000
C -0.53840 -4.21450 0.37420 0.124 0.025 -0.061 0.008
C 4.29670 1.40600 -0.31730 -0.227 -0.072 -0.053 -0.001
H 1.80000 1.95080 2.03170 0.086 0.109 0.151 0.006
H 0.81800 2.77480 3.25540 -0.037 0.147 0.013 -0.001
H -0.00940 7.46350 -0.34080 0.027 0.117 -0.090 0.000
C -4.32470 4.05950 5.03260 0.527 -0.187 0.238 0.001
C 0.22050 -4.81210 -0.64650 -0.086 0.397 0.105 0.000
H 2.51590 -0.57990 2.52580 0.137 -0.026 0.043 0.001
P 0.39590 2.48590 -0.31220 0.545 0.918 -0.544 -0.030
H -3.72580 -1.95370 -1.75590 -0.008 -0.067 -0.002 0.000
C -2.87840 1.39780 -1.80890 0.131 -0.181 0.152 0.017
C 0.20080 2.61110 -2.13700 -0.242 -0.119 0.008 -0.002
H 0.59180 5.32860 -1.35760 0.052 0.017 -0.024 0.000
H 1.47750 0.90350 -2.44850 0.002 0.094 -0.092 0.001
C -0.83090 6.59850 1.43040 -0.011 -0.093 0.000 0.000
H -5.48020 -0.55960 -0.66770 -0.074 -0.053 0.032 0.000
C -0.13190 4.14250 0.29140 -0.211 -0.353 0.135 -0.011
C -0.76780 -1.40120 3.60090 0.069 -0.008 -0.240 0.007
H -0.97550 -0.98480 4.58570 0.006 -0.067 -0.022 -0.001
N -1.85540 1.75120 3.71250 -0.126 -0.023 -0.166 0.001
C -4.97130 0.36390 -0.93420 0.095 -0.011 0.099 0.001
H -0.32790 2.51740 -5.96540 -0.041 0.013 -0.160 0.000
H -2.50810 3.17280 5.77230 0.047 0.014 0.135 0.000
H -1.82190 1.22990 -2.02940 -0.119 0.075 -0.073 0.004
H 1.36890 1.55730 5.61250 0.161 0.023 0.050 0.000
H 1.43960 -4.31950 -2.35260 0.066 0.076 -0.118 0.000
C -3.20150 3.27540 4.95260 -0.307 0.301 0.163 -0.001
V 0.14290 0.01310 0.11760 -0.988 -0.638 0.265 1.117
C 0.69310 0.87020 5.10660 -0.069 -0.049 -0.031 0.001
H 4.80190 0.44960 -0.31970 0.015 -0.056 0.082 0.000
C 0.12720 5.33760 -0.38250 -0.034 -0.105 -0.027 0.000
C -5.19270 4.17790 3.93680 -0.163 -0.062 -0.509 0.001
H -5.60320 3.59830 1.91390 -0.072 -0.024 -0.078 0.000
H -1.08720 -4.82290 1.07720 -0.044 -0.016 0.094 0.000
C 2.29360 -0.33580 3.56720 -0.156 -0.026 -0.214 -0.002
H -5.11250 1.10070 -0.14730 -0.138 0.003 -0.023 0.000
H -1.09260 7.54850 1.86580 -0.052 0.141 0.067 0.000
H 1.11470 0.84030 -4.87640 0.081 -0.041 -0.087 0.000
H -0.09720 -6.73950 -0.04770 0.077 0.013 -0.112 0.000
H -1.50680 4.19680 -4.59060 -0.047 0.116 -0.061 0.000
O 2.60110 -0.90550 0.01900 0.616 -0.881 0.104 -0.015
H -0.30510 1.29890 5.12860 0.159 0.000 0.221 0.000
H -0.95150 3.29150 2.06300 -0.047 -0.003 0.062 0.003
H -3.38140 1.65110 -2.74140 -0.040 0.013 -0.084 0.000
H 0.01260 -2.15800 3.67340 -0.011 -0.014 0.050 0.001
C 0.63100 1.60470 -4.28770 0.013 -0.066 -0.048 0.004
H -3.76860 -2.27770 0.59360 -0.045 -0.065 0.036 0.001
N -3.65120 1.87870 1.57760 0.020 0.007 -0.125 0.000
C 4.32440 3.80210 -0.39540 -0.037 0.075 -0.039 -0.003
H 2.42330 4.78410 -0.28670 0.118 0.061 -0.039 0.000
C -0.54940 -2.84750 0.49370 -0.305 -0.596 0.327 0.020
P -2.44160 -0.24430 0.32000 -0.886 0.418 -0.435 -0.082
C -0.65070 3.52300 -2.75570 0.009 -0.095 0.123 0.000
H -2.97100 2.23990 -1.12290 0.049 0.163 -0.018 0.000
C -3.26610 -1.04200 -2.13800 0.155 0.009 0.114 -0.001
C -3.62090 -1.37660 1.18740 0.423 -0.252 -0.023 0.003
H -1.67430 -1.88020 3.23680 0.079 0.036 -0.002 0.001
C -0.22130 6.54830 0.18860 0.081 0.093 -0.123 0.000
C -1.10170 5.42110 2.10190 -0.034 0.061 0.090 0.000
H 2.04330 -1.25760 4.09070 0.019 -0.067 0.017 0.000
C -1.67270 1.04590 2.62450 0.014 0.356 0.676 0.009
H -6.07670 4.79370 4.02810 0.002 0.051 -0.039 0.000
H 6.07890 2.57660 -0.50140 0.068 0.008 0.006 0.000
C -0.75180 4.20890 1.53520 -0.012 -0.185 -0.173 -0.004
H 4.87120 4.73260 -0.43920 0.077 0.049 -0.009 0.000
C -3.48520 0.14500 -1.19150 0.256 0.115 0.016 -0.011
H 1.29010 -1.89520 -2.00730 -0.066 -0.093 0.178 0.001
H -5.42840 0.74070 -1.84810 -0.077 0.003 -0.103 0.000
C 0.86030 -3.92700 -1.53130 -0.032 0.029 0.076 -0.001
H -4.57010 -0.85640 1.31620 0.090 -0.008 -0.030 0.000
C 0.77280 -2.56700 -1.32620 0.368 -0.430 -0.497 0.005
N 0.09930 -2.01000 -0.31530 -0.323 -0.436 -0.364 -0.027
H -1.19410 4.24620 -2.16590 -0.044 0.007 -0.007 0.000
C 1.59280 2.02860 3.09890 -0.165 -0.179 -0.202 0.012
C -0.83730 3.48950 -4.12670 -0.006 0.024 -0.038 0.000
H 0.69990 -0.06310 5.66230 0.000 -0.130 0.082 0.000
H -4.54390 4.59580 5.94410 -0.004 0.026 0.058 0.000
H 2.49760 2.37260 3.59880 0.076 -0.032 0.064 0.001
C -2.61740 1.07830 1.56010 -0.383 0.308 -0.035 0.023
```
Forces are in eV/Å.

Energy relative to the best compared isomer or geometry (same formula, charge and spin)   2.050 eV
LUMO (spin up / spin down)   -2.9286 / -3.0269 eV
<S²>   0.773
Molar mass   768.7 g/mol
DFT total energy   -3891.39355 a.u.
Orbital gap (spin up / spin down)   6.90 / 6.11 eV
Spin multiplicity   2
Total charge   +1